{"formula": "C2H5NOS2", "method": "wB97M-V/def2-TZVPD", "species": ["C", "C", "N", "O", "S", "S", "H", "H", "H", "H", "H"], "xyz": [[-0.990, -0.900, 0.399], [-2.114, -0.012, 0.245], [1.625, 0.308, -0.447], [-0.473, -1.721, 1.062], [2.374, 1.553, 0.378], [2.338, -1.146, -0.276], [-2.449, 0.429, 1.120], [-1.708, 0.864, -0.195], [-2.776, -0.406, -0.526], [1.766, 2.641, -0.176], [2.406, -1.610, -1.584]], "forces_ev_per_angstrom": [[1.91, -1.05, -1.35], [0.48, 0.18, -1.11], [-0.29, 1.09, -0.90], [-0.85, 0.21, 0.79], [-0.03, 0.02, 0.30], [0.92, -1.04, -0.16], [-1.80, 0.01, 2.21], [0.65, 0.80, -1.04], [-0.42, -0.11, 0.56], [-0.08, -0.68, -0.03], [-0.47, 0.58, 0.74]], "homo_energy_ha": [-0.2957, -0.2469], "homo_lumo_gap_ha": [0.3153, 0.2199], "energy_ha": -1005.40431, "de_lowest_kj_mol": 445.0}

{"formula": "C2H5NOS2", "method": "wB97M-V/def2-TZVPD", "species": ["C", "C", "N", "O", "S", "S", "H", "H", "H", "H", "H"], "xyz": [[2.219, -0.206, 0.273], [-1.047, 0.486, -0.358], [-0.575, -0.777, -0.458], [2.034, 0.980, 0.433], [-2.827, 0.839, 0.079], [-1.444, -1.983, -0.031], [2.200, -1.009, 1.150], [-0.386, 0.829, 0.410], [-0.919, 1.034, -1.199], [2.648, -0.706, -0.615], [-3.085, -0.304, 0.741]], "forces_ev_per_angstrom": [[1.05, -0.84, 1.98], [-2.43, 0.68, 2.86], [0.44, -2.85, -0.71], [-0.08, -1.40, -0.42], [0.43, -0.06, -0.03], [0.21, -0.80, 0.01], [-0.53, 1.58, -1.13], [0.32, 1.18, 0.68], [0.87, 1.66, -2.72], [-0.42, 0.63, -0.46], [0.13, 0.20, -0.06]], "smiles": "S=NCS.C=O", "homo_energy_ha": -0.3260, "homo_lumo_gap_ha": 0.2748, "energy_ha": -1005.45061, "de_lowest_kj_mol": 323.4}

{"formula": "C2H5NS", "method": "wB97M-V/def2-TZVPD", "species": ["C", "C", "N", "S", "H", "H", "H", "H", "H"], "xyz": [[-1.062, 0.072, -0.066], [0.472, -0.320, 0.021], [1.484, 0.511, 0.031], [3.023, -0.087, 0.033], [-1.508, -0.219, 0.815], [-1.142, 1.088, -0.208], [0.566, -1.489, -0.003], [-1.593, -0.556, -0.772], [3.680, 1.038, -0.510]], "forces_ev_per_angstrom": [[3.38, -1.77, -0.66], [0.20, -0.49, -0.50], [-3.77, -1.12, -0.37], [1.73, 0.43, -0.47], [-0.88, -0.35, 2.41], [-0.48, 2.23, -0.54], [0.41, 2.00, 0.16], [0.31, 0.18, -0.73], [-0.91, -1.11, 0.71]], "smiles": "C/C=N/S", "homo_energy_ha": -0.3200, "homo_lumo_gap_ha": 0.3559, "energy_ha": -532.08791, "de_lowest_kj_mol": 143.5}

{"formula": "C2H5NS", "method": "wB97M-V/def2-TZVPD", "species": ["C", "C", "H", "H", "H", "H", "H", "N", "S"], "xyz": [[-0.607, -0.255, -1.057], [-0.387, -0.389, 0.391], [-1.365, 0.486, -1.808], [0.581, -0.363, -1.551], [-1.021, -1.160, -1.594], [-1.043, -0.928, 1.023], [2.242, 1.150, 1.754], [0.652, 0.363, 0.628], [0.948, 1.095, 2.215]], "forces_ev_per_angstrom": [[0.73, -2.34, -6.78], [2.03, 3.32, -1.18], [2.51, -1.02, 3.25], [-3.60, 1.14, 1.19], [0.20, 0.11, 1.18], [-0.60, -0.14, 1.06], [-0.63, 0.43, 1.03], [-1.82, -0.13, 1.77], [1.19, -1.38, -1.51]], "smiles": "C/C=N/S", "homo_energy_ha": -0.3168, "homo_lumo_gap_ha": 0.3389, "energy_ha": -532.01957, "de_lowest_kj_mol": 322.9}

{"formula": "C2H5NS", "method": "wB97M-V/def2-TZVPD", "species": ["C", "C", "H", "H", "H", "H", "H", "N", "S"], "xyz": [[0.750, -0.847, -0.012], [-0.919, 0.762, 0.049], [1.898, -0.919, -0.797], [-0.381, -1.757, -0.256], [0.727, -0.734, 1.354], [0.958, 1.339, -0.154], [-1.247, 1.754, 0.021], [0.357, 0.669, -0.130], [-2.143, -0.268, -0.075]], "forces_ev_per_angstrom": [[0.92, 0.57, 1.41], [-1.09, 2.45, -1.32], [-3.67, -0.29, 3.13], [3.67, 3.51, 0.27], [1.09, -1.59, -4.16], [4.41, 4.98, -0.05], [-0.36, 1.89, 0.46], [-3.65, -9.81, -0.24], [-1.33, -1.70, 0.50]], "homo_energy_ha": -0.2999, "homo_lumo_gap_ha": 0.3202, "energy_ha": -531.95912, "de_lowest_kj_mol": 481.7}

{"formula": "C2H5NS", "method": "wB97M-V/def2-TZVPD", "species": ["C", "C", "N", "S", "H", "H", "H", "H", "H"], "xyz": [[-1.453, 0.202, -0.034], [-0.064, -0.374, 0.292], [0.984, -0.022, -0.414], [2.508, -0.076, 0.202], [-2.240, -0.090, 0.650], [-1.883, 0.553, -0.982], [0.045, -0.444, 1.422], [-0.681, -1.159, -0.134], [3.192, -0.363, -1.043]], "forces_ev_per_angstrom": [[-0.19, 0.25, 0.34], [-1.60, 2.90, 3.17], [1.67, 0.14, -2.24], [0.75, -0.65, -1.50], [0.20, -0.24, 0.25], [1.05, -0.28, 0.09], [-0.27, -0.46, -1.13], [-0.64, -2.20, -0.78], [-0.98, 0.55, 1.80]], "homo_energy_ha": [-0.2810, -0.2907], "homo_lumo_gap_ha": [0.2703, 0.3053], "energy_ha": -531.96341, "de_lowest_kj_mol": 470.4}

{"formula": "C2H5NS2", "method": "wB97M-V/def2-TZVPD", "species": ["C", "C", "H", "H", "H", "H", "H", "N", "S", "S"], "xyz": [[0.346, 0.566, 0.344], [0.133, -0.988, 0.467], [-1.129, 2.000, -0.552], [0.669, 1.799, -1.412], [-0.150, 0.752, 1.313], [1.369, 0.857, 0.549], [-0.817, -2.805, -0.537], [-0.269, 1.267, -0.918], [-0.805, -1.535, -0.877], [0.653, -1.913, 1.623]], "forces_ev_per_angstrom": [[-1.54, -0.31, 0.20], [-0.25, 1.96, -2.86], [3.77, -2.36, -1.53], [-4.03, -1.41, 1.92], [-0.22, 1.07, -0.55], [0.29, -0.26, -0.35], [0.01, -0.71, 0.37], [1.38, 2.30, 1.78], [-0.35, 0.64, -0.84], [0.94, -0.91, 1.86]], "smiles": "NCC(=S)S", "homo_energy_ha": -0.3148, "homo_lumo_gap_ha": 0.3202, "energy_ha": -930.25679, "de_lowest_kj_mol": 217.0}

{"formula": "C2H5NS2", "method": "wB97M-V/def2-TZVPD", "species": ["C", "C", "H", "H", "H", "H", "H", "N", "S", "S"], "xyz": [[-0.814, 1.027, -0.915], [1.076, -0.195, -0.019], [-0.864, 1.157, 0.164], [-1.483, 0.219, -1.321], [-1.255, 1.915, -1.361], [2.190, -0.382, 0.581], [-0.414, -1.953, 2.371], [0.042, -0.846, 0.345], [0.871, 0.943, -1.327], [0.651, -1.885, 1.482]], "forces_ev_per_angstrom": [[-2.92, 0.91, -1.09], [2.85, -0.17, 0.33], [-0.50, -0.19, -0.25], [1.02, 0.39, 0.79], [0.25, 0.43, -0.18], [-2.99, 0.80, -2.14], [0.67, 0.06, -0.84], [1.35, 0.25, 0.47], [1.24, -0.18, 0.22], [-0.95, -2.31, 2.70]], "homo_energy_ha": -0.3091, "homo_lumo_gap_ha": 0.3350, "energy_ha": -930.24800, "de_lowest_kj_mol": 240.1}

{"formula": "C2H5O2", "method": "wB97M-V/def2-TZVPD", "species": ["O", "H", "O", "C", "C", "H", "H", "H", "H"], "xyz": [[2.002, 1.054, 0.584], [2.089, 1.110, 1.542], [0.276, -0.962, 0.787], [-0.683, -0.888, -0.056], [-1.118, 0.133, -0.850], [-1.293, -1.811, -0.169], [-0.611, 1.090, -0.851], [-1.950, -0.070, -1.505], [1.287, 0.344, 0.518]], "forces_ev_per_angstrom": [[-0.17, -0.04, 0.17], [0.06, 0.06, -0.14], [0.13, 0.35, -0.14], [-0.41, -0.32, -0.05], [0.37, -0.15, 0.30], [0.00, -0.10, 0.03], [-0.08, 0.12, -0.11], [-0.14, 0.16, -0.17], [0.25, -0.07, 0.12]], "total_charge": -1, "homo_energy_ha": -0.0956, "homo_lumo_gap_ha": 0.2714, "energy_ha": -229.69565, "de_lowest_kj_mol": 77.4}

{"formula": "C2H5O2S", "method": "wB97M-V/def2-TZVPD", "species": ["S", "H", "O", "C", "O", "C", "H", "H", "H", "H"], "xyz": [[1.345, -1.475, -0.662], [2.506, -1.590, 0.032], [-1.489, 1.129, 1.496], [-0.771, 0.854, 0.517], [0.549, 1.049, 0.463], [-1.396, 0.341, -0.805], [1.072, -0.037, -0.073], [-0.853, 0.701, -1.726], [-2.418, 0.680, -0.869], [-1.299, -0.757, -0.707]], "forces_ev_per_angstrom": [[0.39, 0.44, 0.40], [-0.37, 0.05, -0.16], [2.54, -0.43, -2.09], [-2.79, 0.60, 0.17], [0.45, -1.32, 0.55], [1.30, 0.14, 0.23], [-0.44, 0.82, 0.07], [-0.32, -0.46, 1.12], [-0.31, -0.24, 0.16], [-0.45, 0.39, -0.45]], "homo_energy_ha": [-0.3965, -0.3838], "homo_lumo_gap_ha": [0.4169, 0.2239], "energy_ha": -627.77067, "multiplicity": 2, "de_lowest_kj_mol": 142.2}

{"formula": "C2H5O2Sn", "method": "wB97M-V/def2-TZVPD", "species": ["C", "C", "O", "Sn", "H", "H", "H", "H", "O", "H"], "xyz": [[-0.373, -0.430, 0.324], [-0.416, 1.007, -0.215], [0.765, 1.695, 0.069], [2.101, 0.432, 0.096], [-0.462, -0.420, 1.424], [-1.221, -1.015, -0.069], [-1.299, 1.508, 0.229], [-0.596, 0.959, -1.311], [0.848, -1.056, -0.059], [0.653, -2.679, -0.488]], "forces_ev_per_angstrom": [[-0.91, -0.19, 0.02], [-2.23, -0.47, -0.39], [-2.35, 2.32, 0.05], [5.47, -1.68, 0.15], [0.01, 0.02, -0.20], [0.23, 0.24, 0.07], [0.45, -0.05, -0.14], [0.15, 0.11, 0.40], [-0.73, 0.36, 0.24], [-0.08, -0.65, -0.19]], "homo_energy_ha": [-0.2803, -0.3569], "homo_lumo_gap_ha": [0.2632, 0.3401], "energy_ha": -443.84418, "multiplicity": 2, "de_lowest_kj_mol": 176.8}

{"formula": "C2H5O3P", "method": "wB97M-V/def2-TZVPD", "species": ["C", "C", "O", "O", "O", "P", "H", "H", "H", "H", "H"], "xyz": [[2.528, 0.986, -0.263], [-1.044, -0.932, -0.437], [-1.004, 1.901, -1.052], [1.813, 0.296, 0.415], [-1.853, 1.057, 1.215], [-1.246, 0.852, -0.069], [2.133, 1.897, -0.730], [3.591, 0.768, -0.239], [-2.066, -1.259, -0.835], [-0.145, -1.031, -1.079], [-0.982, -1.462, 0.458]], "forces_ev_per_angstrom": [[-0.27, 0.26, 1.17], [-0.98, 1.42, -2.04], [0.59, -0.62, -0.60], [-0.67, -0.29, -0.21], [-0.61, -0.03, 1.74], [0.05, -0.34, -0.61], [0.12, -0.01, -0.46], [0.56, 0.11, -0.57], [1.63, 0.47, -0.21], [-0.99, -0.38, 0.15], [0.57, -0.59, 1.65]], "smiles": "CP(=O)=O.C=O", "homo_energy_ha": -0.3986, "homo_lumo_gap_ha": 0.4122, "energy_ha": -646.28518, "de_lowest_kj_mol": 97.1}